Formula: C42H114N3O18Zr
Source: OMol25
Level of theory: the ωB97M-V functional and the def2-TZVPD basis

XYZ file:
```
178
Properties=species:S:1:pos:R:3:forces:R:3:mulliken_charge:R:1
Zr 3.5690 -3.3950 -1.0992 -0.049 0.004 0.039 0.5060
C 11.2862 0.1371 0.5624 -0.765 1.313 0.388 -1.5829
C 10.8566 -1.2159 1.0736 1.073 -2.411 1.343 1.4477
C 11.9609 -1.8175 2.0603 0.188 0.010 0.402 -1.2063
C 12.0901 -1.1123 3.4201 -1.138 0.035 -1.571 -0.6831
C 10.7100 -1.1141 4.0981 0.963 0.504 0.704 -1.0577
C 9.5342 -0.4853 3.3018 0.424 -0.484 0.515 1.2660
N 9.5855 -1.1576 1.9189 -5.455 0.356 -2.874 0.4115
O 8.2993 -1.3939 1.2356 6.400 1.146 3.410 -0.4254
C 9.6917 1.0772 3.3105 -0.225 -0.272 -1.394 -1.5895
C 8.2247 -0.7668 4.1110 0.588 -0.279 -0.839 -1.6244
C 10.7460 -2.2643 -0.0696 -1.129 0.601 0.061 -1.6779
H 10.4023 0.6488 0.1815 0.060 -0.016 -0.506 0.3804
H 12.0873 0.1461 -0.1767 -0.205 -0.533 -0.086 0.3981
H 11.6196 0.8016 1.3595 0.156 -0.239 0.128 0.2607
H 12.9568 -1.7963 1.6177 -0.162 0.149 -0.644 0.4532
H 11.7589 -2.8758 2.2255 -0.298 -0.072 -0.066 0.4224
H 12.4140 -0.1024 3.1686 -0.176 0.349 0.373 0.2927
H 12.9027 -1.5028 4.0328 -0.314 -0.377 0.058 0.4381
H 10.9096 -0.5288 4.9957 -0.716 0.263 0.235 0.3845
H 10.4148 -2.0935 4.4745 0.131 -0.250 -0.343 0.4436
H 10.6714 1.4618 3.0271 0.163 -0.350 0.417 0.3128
H 9.3847 1.4778 4.2767 0.149 -0.209 -0.028 0.4165
H 9.0439 1.5051 2.5454 -0.355 -0.021 0.092 0.4158
H 7.3582 -0.2816 3.6617 0.126 0.133 0.137 0.3545
H 8.4446 -0.3921 5.1107 -0.256 0.211 -0.065 0.4445
H 7.9810 -1.8214 4.2389 0.230 -0.103 -0.331 0.4088
H 10.0453 -1.9220 -0.8311 0.229 0.272 -0.188 0.4022
H 10.3069 -3.2171 0.2261 0.246 0.045 0.528 0.4038
H 11.7251 -2.4494 -0.5115 -0.026 0.200 0.107 0.3969
C 0.9859 -10.6875 -0.7244 0.702 1.821 -0.264 -1.6898
C -0.4708 -10.2599 -1.1224 0.716 -2.369 0.896 1.4668
C -1.2819 -11.3445 -0.3897 -2.336 0.185 -0.018 -1.1987
C -2.8205 -11.0672 -0.3916 1.151 0.091 1.091 -0.6387
C -3.0325 -9.7496 0.3612 0.129 -0.477 -1.309 -1.3230
C -2.3116 -8.5385 -0.3764 -1.283 -1.541 1.797 1.7686
N -0.8430 -8.9148 -0.6038 2.260 4.338 -2.837 0.4092
O 0.0136 -7.8156 -1.0911 -3.845 -4.776 2.206 -0.4578
C -2.4988 -7.4428 0.6588 1.375 1.194 0.571 -1.7911
C -3.1059 -8.2619 -1.6413 0.138 0.582 -1.578 -1.7440
C -0.6840 -10.5355 -2.6197 0.194 0.973 -0.836 -1.6941
H 1.6993 -9.9085 -0.9934 -0.042 0.222 -0.210 0.4254
H 1.3748 -11.5763 -1.2212 -0.671 -0.157 -0.043 0.3600
H 1.1291 -10.7915 0.3512 -0.407 -0.144 0.030 0.3912
H -0.9628 -11.4236 0.6495 0.011 -0.001 0.017 0.3775
H -1.1838 -12.3238 -0.8581 0.695 0.129 -0.109 0.4380
H -3.3170 -11.8752 0.1459 -0.020 -0.063 0.059 0.4007
H -3.2631 -11.0680 -1.3877 0.180 0.191 -0.063 0.2862
H -2.7210 -9.8083 1.4041 0.324 -0.192 -0.095 0.4495
H -4.1102 -9.5899 0.3944 -0.008 0.637 -0.083 0.3938
H -1.9680 -6.5148 0.4464 0.092 -0.007 -0.365 0.3830
H -2.1006 -7.7722 1.6184 0.130 -0.088 0.019 0.4393
H -3.5262 -7.1463 0.8702 -0.186 -0.474 -0.526 0.4088
H -2.4336 -8.0102 -2.4615 0.025 0.064 -0.065 0.3675
H -3.8072 -7.4301 -1.5749 0.323 0.322 0.548 0.4187
H -3.7700 -9.0428 -2.0119 0.435 -0.563 0.286 0.3216
H -1.7196 -10.5107 -2.9589 -0.120 0.056 0.349 0.3389
H -0.2880 -11.5131 -2.8947 -0.005 -0.061 0.372 0.4427
H -0.1532 -9.8270 -3.2557 0.113 0.225 0.151 0.3867
C -3.0460 1.0963 1.0918 0.913 -0.025 0.306 -1.7861
C -2.2831 1.6107 -0.1801 -2.241 0.500 -1.118 1.5484
C -3.0179 2.8696 -0.7084 1.052 1.313 1.432 -1.1282
C -2.6915 4.0947 0.1621 -0.269 -0.239 -0.211 -0.7918
C -1.1756 4.3484 0.2712 -2.018 -0.724 0.061 -1.1231
C -0.3558 3.1204 0.7381 -0.504 1.595 -0.598 1.5779
N -0.8456 1.9108 -0.0157 3.048 -4.273 2.133 0.4130
O 0.0316 0.7471 0.1404 -3.709 4.750 -0.730 -0.4822
C -0.3284 2.9953 2.2596 -0.753 -1.583 0.147 -1.6184
C 1.0227 3.4702 0.2886 1.691 -1.064 -0.649 -1.8307
C -2.5421 0.6129 -1.2994 1.205 -1.593 0.294 -1.8105
H -3.4883 1.8808 1.7059 0.512 0.254 0.070 0.3066
H -2.3215 0.5105 1.6575 -0.168 -0.010 0.313 0.4159
H -3.9011 0.4505 0.8920 0.232 -0.101 -0.646 0.4303
H -4.1008 2.7634 -0.6429 0.074 -0.527 -0.402 0.3685
H -2.6875 3.1181 -1.7169 -0.187 -0.313 -0.199 0.3863
H -3.1858 3.9890 1.1278 0.246 -0.085 0.288 0.3464
H -3.2113 4.9340 -0.2998 0.262 0.329 0.012 0.4034
H -1.0639 5.1579 0.9926 0.562 0.109 -0.297 0.4742
H -0.8710 4.6094 -0.7423 0.384 0.313 0.149 0.3823
H -0.1562 3.9170 2.8154 -0.053 0.146 -0.448 0.3629
H 0.4468 2.2785 2.5302 0.089 0.026 0.013 0.3714
H -1.2608 2.5314 2.5814 -0.131 0.270 0.338 0.3844
H 1.0892 3.2338 -0.7734 0.230 0.295 -0.111 0.4896
H 1.7647 2.8475 0.7883 0.050 -0.121 -0.063 0.3572
H 1.3296 4.5012 0.4642 -0.462 0.062 0.038 0.3701
H -2.0718 -0.3327 -1.0296 0.214 -0.146 -0.091 0.4353
H -2.1024 0.9147 -2.2501 -0.173 0.161 0.021 0.4078
H -3.5944 0.3452 -1.3950 -0.048 0.614 -0.061 0.4161
C -7.5431 -1.7297 -7.3028 -0.495 0.248 0.359 -0.4438
O -8.0450 -1.7835 -8.6106 0.386 -0.414 -1.044 -0.5083
H -6.5822 -2.2376 -7.2201 -0.065 -0.028 -0.419 0.2020
H -7.4029 -0.6882 -7.0136 0.038 0.031 0.387 0.2243
H -8.2412 -2.2397 -6.6391 0.069 0.126 0.414 0.2230
H -8.9015 -1.3569 -8.6875 0.065 0.038 0.306 0.3028
C -9.0346 3.6899 4.1018 -1.139 0.101 -0.114 -0.4757
O -10.0609 4.6941 3.8257 1.305 -0.674 0.263 -0.4917
H -9.5143 2.9061 4.6880 0.175 -0.281 -0.018 0.2293
H -8.6963 3.2590 3.1595 -0.091 0.225 0.025 0.2070
H -8.1793 4.0493 4.6739 -0.008 0.385 -0.121 0.2387
H -10.3802 4.9321 4.6992 -0.243 0.256 -0.050 0.2928
C 6.0616 7.6925 4.5115 0.670 -2.314 -0.300 -0.4713
O 6.5738 8.8586 4.9640 0.123 3.244 0.958 -0.5043
H 4.9862 7.5759 4.6453 0.028 0.570 -0.092 0.2104
H 6.3651 7.5417 3.4755 -0.440 -0.389 -0.263 0.2203
H 6.5380 6.9371 5.1363 -0.258 -0.963 -0.269 0.2336
H 7.4963 8.9598 4.7183 -0.125 -0.146 -0.038 0.3114
C 0.6390 9.8253 -5.7665 0.384 -0.018 -0.853 -0.4555
O 2.0328 9.6002 -5.9764 0.161 -0.178 0.633 -0.5056
H 0.3431 9.5832 -4.7457 0.337 0.023 -0.046 0.1980
H 0.4278 10.8710 -5.9898 -0.371 0.035 0.150 0.2351
H 0.0985 9.1784 -6.4575 -0.442 0.081 0.120 0.2292
H 2.2035 9.5913 -6.9210 -0.064 0.052 0.019 0.2991
C 0.8020 2.7916 -6.6463 -0.912 0.189 -0.864 -0.4638
O 1.2632 1.5007 -6.9780 0.503 -0.567 0.609 -0.5010
H 0.2711 2.7803 -5.6943 0.362 -0.243 0.115 0.1689
H 1.5644 3.5706 -6.6516 0.232 -0.129 0.123 0.2344
H 0.0470 3.0499 -7.3888 -0.129 0.471 0.002 0.2585
H 1.4117 1.4180 -7.9228 -0.045 0.254 0.028 0.3038
C 0.1791 -4.0643 -5.9590 -0.248 -2.038 -0.869 -0.5899
O 0.8833 -3.3055 -5.0335 -0.024 1.025 -0.221 -0.4523
H 0.4549 -3.8440 -6.9903 0.080 0.301 -0.174 0.2669
H 0.4631 -5.1099 -5.8400 -0.341 -0.104 0.218 0.2156
H -0.8994 -3.9341 -5.8694 -0.149 -0.184 0.112 0.2469
H 0.6608 -2.4675 -5.4456 0.721 1.020 0.983 0.3014
C 2.5543 -5.8385 3.9997 -0.129 -0.457 -0.537 -0.5714
O 2.5434 -4.6683 3.1751 -0.265 -0.368 0.509 -0.4822
H 3.3393 -5.7544 4.7513 -0.141 -0.207 0.161 0.2515
H 1.5620 -5.9926 4.4237 0.071 0.124 0.477 0.2521
H 2.6937 -6.7350 3.3956 0.430 0.176 -0.186 0.2277
H 2.0195 -4.0987 3.7432 0.040 0.780 -0.472 0.3130
C -9.3389 -2.5246 5.3191 -0.765 0.654 0.776 -0.4993
O -8.0180 -2.4326 5.8093 0.636 -0.446 -0.553 -0.4969
H -9.5689 -1.8906 4.4629 0.378 0.146 -0.213 0.2370
H -9.6350 -3.5387 5.0505 0.483 -0.085 0.218 0.2233
H -9.9680 -2.1759 6.1382 -0.623 -0.237 -0.150 0.2344
H -7.9270 -1.6270 6.3234 -0.109 -0.030 -0.082 0.3014
C -6.4872 5.8483 -7.2437 0.968 -0.200 0.101 -0.4329
O -5.6949 6.7112 -8.0309 -0.208 0.815 -0.521 -0.4972
H -6.4769 4.9073 -7.7938 -0.333 -0.096 0.386 0.1814
H -5.9196 5.7782 -6.3157 -0.533 -0.716 0.458 0.2250
H -7.4964 6.2105 -7.0478 -0.085 -0.033 -0.166 0.2257
H -5.6475 7.5305 -7.5327 0.190 0.230 -0.253 0.2980
C 4.5840 10.4555 -1.0532 -0.890 -0.324 -0.149 -0.4856
O 5.1076 9.3661 -1.7983 0.114 -0.070 -0.053 -0.4946
H 4.2382 10.1159 -0.0768 0.564 0.040 0.364 0.2238
H 5.3045 11.2716 -0.9990 -0.097 -0.088 0.119 0.2073
H 3.6471 10.7801 -1.5059 0.138 0.524 -0.260 0.2343
H 4.4731 9.1667 -2.4906 0.165 -0.084 -0.040 0.3144
C -9.7859 -4.5144 -0.5594 0.981 0.089 -0.011 -0.4651
O -11.0980 -4.4709 -0.1072 -1.034 -0.069 0.179 -0.4944
H -9.7523 -4.0771 -1.5573 0.000 -0.103 0.019 0.2005
H -9.1248 -3.9389 0.0886 0.132 0.272 0.063 0.2244
H -9.3600 -5.5176 -0.5800 -0.142 -0.225 -0.248 0.2351
H -11.2349 -5.1166 0.5899 0.065 0.035 0.003 0.2995
C -9.9947 8.2723 -1.1009 -0.361 -0.616 -0.870 -0.4853
O -10.1509 6.8324 -1.0862 0.245 1.003 0.459 -0.4975
H -9.0709 8.6565 -0.6685 0.166 -0.362 0.136 0.2395
H -10.0013 8.5005 -2.1667 0.084 0.283 0.098 0.2005
H -10.8313 8.8012 -0.6443 -0.127 -0.159 0.107 0.2490
H -10.3166 6.5759 -0.1761 -0.002 -0.159 0.087 0.2934
C 6.0328 1.4569 -3.6043 0.836 2.142 0.090 -0.6174
O 5.1643 0.3912 -3.5998 -0.841 -0.760 -0.542 -0.4514
H 5.6431 2.3345 -4.1201 -0.592 0.154 -0.129 0.2587
H 6.1670 1.8309 -2.5893 0.564 -0.401 0.049 0.2298
H 6.9492 1.2951 -4.1719 0.486 -0.482 0.533 0.2688
H 4.7600 0.4726 -4.4667 -0.493 -0.699 0.018 0.3021
C -0.9820 -1.6809 6.8028 -0.336 1.241 0.471 -0.5277
O 0.4048 -1.5861 6.4709 -0.356 -0.913 -0.171 -0.4956
H -1.3927 -0.6718 6.7691 -0.344 0.038 -0.179 0.2249
H -1.5967 -2.3032 6.1524 0.701 -0.082 -0.462 0.2338
H -1.2073 -2.0212 7.8135 0.565 -0.260 0.229 0.2654
H 0.7493 -0.7342 6.7485 -0.221 -0.048 0.088 0.3008
C -3.9611 8.3035 5.5074 -0.784 -0.828 0.953 -0.5079
O -3.9390 9.4609 6.3205 0.152 0.342 -0.415 -0.4934
H -4.7275 8.4147 4.7403 0.520 0.429 -0.310 0.2308
H -2.9926 7.9507 5.1530 0.088 0.485 -0.406 0.2305
H -4.3586 7.4766 6.0959 0.001 -0.341 0.208 0.2470
H -3.3578 9.3195 7.0714 0.022 -0.088 -0.030 0.2932
```
Positions in Å, forces in eV/Å.

Computed properties:
Net charge: +1
E_HOMO, eV: -7.1
Energy relative to the best compared isomer or geometry (same formula, charge and spin), kcal per mole: 373.5
LUMO, eV: -5.7
Spin multiplicity: 1